13
Properties=species:S:1:pos:R:3 method="wB97M-V/def2-TZVPD" homo_energy_ev=-9.224 relative_energy_kj_mol=388.6 gap_ha=0.3436 multiplicity=1 energy_ev=-9373.068
O -2.443 0.026 -0.210
C -1.316 -0.603 0.359
C -0.059 -0.382 -0.455
C 0.729 0.906 -0.397
O 1.400 -0.836 1.345
C 1.294 -0.638 0.147
C 2.043 0.424 -0.399
H -2.305 0.980 -0.122
H -1.155 -0.297 1.400
H -1.554 -1.669 0.360
H -0.141 -0.761 -1.467
H 0.595 1.947 -0.585
H 2.912 0.902 0.024